Density functional theory data (wB97M-V/def2-TZVPD) for C5H10O2 in the gas phase.

Calculated values
- energy relative to the best compared isomer or geometry (same formula, charge and spin) (kcal per mole) = 28.3
- HOMO-LUMO gap (eV) = 11.00
- LUMO (eV) = 0.938
- F_max (eV/A) = 0.330
- charge = 0
- SMILES = C[C@@H](O)CCC=O

Atoms and positions in Å:
C (2.127, 0.009, 0.920)
C (0.991, -0.024, -0.099)
O (0.796, -1.334, -0.602)
C (-0.300, 0.563, 0.477)
C (-1.435, 0.695, -0.538)
C (-2.058, -0.605, -0.992)
O (-1.987, -1.651, -0.393)
H (2.397, 1.040, 1.183)
H (1.842, -0.519, 1.838)
H (3.009, -0.483, 0.500)
H (1.296, 0.576, -0.969)
H (0.083, -1.751, -0.097)
H (-0.634, -0.061, 1.318)
H (-0.077, 1.553, 0.896)
H (-1.120, 1.267, -1.420)
H (-2.270, 1.264, -0.101)
H (-2.660, -0.538, -1.923)

Results of the Mulliken charge analysis, in e, for atoms 1 through 4: -1.370 0.377 -0.563 -0.835

Density functional theory data (wB97M-V/def2-TZVPD) for 2 unconnected molecules or ions with the total composition C3H4O2.

Calculated values
- energy relative to the best compared isomer or geometry (same formula, charge and spin) (kcal per mole) = 79.9
- HOMO-LUMO gap (alpha / beta) (eV) = 6.36 / 7.18
- LUMO (alpha / beta) (eV) = 0.807 / -3.254
- F_max (eV/A) = 10.343
- multiplicity = 3
- charge = 0

Atoms and positions in Å:
C (-1.512, -1.036, -0.297)
C (1.709, 0.257, 0.267)
C (-2.297, -0.298, 0.235)
O (1.529, -0.821, 0.756)
O (0.907, 0.756, -0.708)
H (-0.749, -1.807, -0.490)
H (2.443, 1.040, 0.577)
H (-3.027, 0.248, 0.649)
H (0.996, 1.661, -0.991)

Results of the Mulliken charge analysis, in e, for atoms 1 through 4: -0.433 -0.001 -0.400 -0.210

Density functional theory data (wB97M-V/def2-TZVPD) for 2 unconnected molecules or ions with the total composition C5H9NO.

Calculated values
- energy relative to the best compared isomer or geometry (same formula, charge and spin) (kcal per mole) = 85.3
- HOMO-LUMO gap (eV) = 10.30
- LUMO (eV) = 0.599
- F_max (eV/A) = 1.894
- charge = 0
- SMILES = C=C(CO)CC#N.[H][H]

Atoms and positions in Å:
C (1.606, -0.172, -0.113)
C (0.282, -0.152, -0.071)
C (-0.614, -0.172, -1.270)
O (-0.999, 1.178, -1.462)
C (-0.457, -0.134, 1.244)
C (-0.532, -1.606, 1.239)
N (-0.520, -2.759, 1.155)
H (2.199, -0.089, 0.797)
H (2.136, -0.291, -1.047)
H (-0.060, -0.583, -2.122)
H (-1.499, -0.811, -1.104)
H (-1.751, 1.200, -2.062)
H (-1.447, 0.348, 1.229)
H (0.104, 0.204, 2.123)
H (0.507, 2.017, 0.969)
H (1.045, 1.824, 0.495)

Results of the Mulliken charge analysis, in e, for atoms 1 through 4: -0.718 0.105 -0.567 -0.506

Density functional theory data (wB97M-V/def2-TZVPD) for 2 unconnected molecules or ions with the total composition C22H22NO2.

Calculated values
- energy relative to the best compared isomer or geometry (same formula, charge and spin) (kcal per mole) = 49.6
- HOMO-LUMO gap (eV) = 6.24
- LUMO (eV) = -4.731
- F_max (eV/A) = 2.736
- charge = +1

Atoms and positions in Å:
C (6.140, -1.185, -2.289)
C (5.591, -0.058, -1.423)
C (4.558, -0.729, -0.584)
C (4.447, -2.078, -0.983)
O (5.329, -2.390, -1.986)
C (3.661, -3.003, -0.254)
C (3.052, -2.587, 0.913)
C (3.111, -1.227, 1.332)
C (2.534, -0.763, 2.624)
C (1.131, -1.100, 2.998)
C (0.539, -0.351, 4.057)
C (-0.737, -0.636, 4.537)
C (-1.452, -1.697, 3.929)
O (-2.518, -2.107, 4.679)
C (-2.576, -1.254, 5.893)
C (-1.460, -0.222, 5.770)
C (-0.972, -2.368, 2.780)
C (0.278, -2.000, 2.296)
C (3.884, -0.324, 0.556)
H (6.051, -0.981, -3.361)
H (7.185, -1.420, -2.064)
H (6.368, 0.365, -0.788)
H (5.212, 0.748, -2.058)
H (3.552, -4.004, -0.678)
H (2.426, -3.296, 1.471)
H (2.618, 0.354, 2.711)
H (1.058, 0.541, 4.401)
H (-3.577, -0.815, 5.912)
H (-2.463, -1.922, 6.754)
H (-0.795, -0.248, 6.634)
H (-1.899, 0.783, 5.723)
H (-1.623, -3.100, 2.322)
H (0.560, -2.280, 1.277)
H (3.894, 0.720, 0.846)
C (5.346, -3.376, 3.877)
N (4.469, -2.454, 4.601)
C (4.197, -2.618, 5.942)
C (3.493, -1.468, 6.355)
C (3.452, -0.576, 5.233)
C (4.065, -1.161, 4.101)
H (5.272, -3.209, 2.795)
H (6.411, -3.244, 4.185)
H (5.063, -4.428, 4.095)
H (4.642, -3.456, 6.521)
H (3.155, -1.286, 7.363)
H (2.920, 0.356, 5.209)
H (4.729, -0.688, 3.302)

Results of the Mulliken charge analysis, in e, for atoms 1 through 4: -0.331 -0.623 0.603 0.071

Density functional theory data (wB97M-V/def2-TZVPD) for a molecular structure, C3H3I2NO.

Calculated values
- energy relative to the best compared isomer or geometry (same formula, charge and spin) (kcal per mole) = 99.3
- HOMO-LUMO gap (alpha / beta) (eV) = 7.30 / 7.30
- LUMO (alpha / beta) (eV) = -2.027 / -2.028
- F_max (eV/A) = 4.761
- charge = 0

Atoms and positions in Å:
C (-1.385, 0.519, -2.376)
C (-0.806, -0.511, -1.749)
C (-0.041, 0.907, 2.097)
N (0.625, -0.023, 1.882)
O (-0.708, 1.849, 2.288)
I (0.356, -1.117, -0.201)
I (3.065, -2.469, 1.667)
H (-1.635, 0.472, -3.385)
H (-1.822, 1.301, -1.796)
H (2.351, -0.929, 1.573)

Results of the Mulliken charge analysis, in e, for atoms 1 through 4: -0.439 -0.175 0.570 -0.711

Density functional theory data (wB97M-V/def2-TZVPD) for a molecular structure, C24H20Cl5FeN4O2S3.

Calculated values
- energy relative to the best compared isomer or geometry (same formula, charge and spin) (kcal per mole) = 0.0
- HOMO-LUMO gap (eV) = 6.85
- LUMO (eV) = 2.255
- F_max (eV/A) = 1.706
- charge = -1

Atoms and positions in Å:
Fe (-0.169, -0.617, 0.397)
C (3.991, -0.573, -0.463)
C (2.521, -0.776, -0.705)
N (1.693, -0.866, 0.271)
N (2.223, -0.922, 1.563)
C (1.506, -0.508, 2.543)
S (-0.032, 0.256, 2.633)
S (2.273, -0.725, 4.149)
C (3.600, -1.902, 3.771)
C (3.075, -3.293, 3.513)
C (3.119, -3.838, 2.235)
C (2.623, -5.113, 1.988)
C (2.078, -5.861, 3.022)
C (2.019, -5.319, 4.302)
C (2.509, -4.045, 4.540)
C (2.007, -0.746, -2.091)
C (2.906, -0.551, -3.147)
C (2.492, -0.413, -4.456)
C (1.123, -0.455, -4.732)
C (0.213, -0.667, -3.724)
C (0.617, -0.866, -2.380)
O (-0.279, -1.172, -1.495)
H (4.212, -0.717, 0.588)
H (4.593, -1.263, -1.056)
H (4.263, 0.446, -0.745)
H (4.132, -1.528, 2.900)
H (4.255, -1.874, 4.643)
H (3.528, -3.249, 1.424)
H (2.658, -5.514, 0.982)
H (1.701, -6.860, 2.836)
H (1.584, -5.890, 5.113)
H (2.436, -3.610, 5.531)
H (3.965, -0.496, -2.929)
H (3.213, -0.267, -5.250)
H (0.773, -0.315, -5.748)
H (-0.851, -0.703, -3.926)
Cl (-4.860, 4.607, -0.164)
C (-3.436, 3.620, -0.157)
C (-3.526, 2.246, 0.029)
Cl (-5.072, 1.498, 0.256)
C (-2.387, 1.465, 0.029)
Cl (-2.466, -0.252, 0.317)
C (-1.084, 1.985, -0.188)
O (-0.029, 1.274, -0.202)
C (-1.034, 3.397, -0.367)
Cl (0.530, 4.089, -0.608)
C (-2.170, 4.184, -0.340)
Cl (-2.030, 5.899, -0.530)
C (-0.736, -6.376, -0.111)
N (-1.190, -5.121, 0.466)
C (-0.528, -3.947, 0.280)
N (0.187, -3.803, -0.846)
S (-0.603, -2.750, 1.463)
H (-1.478, -7.143, 0.100)
H (0.229, -6.691, 0.297)
H (-0.644, -6.299, -1.193)
H (-1.569, -5.180, 1.399)
H (-0.079, -4.362, -1.643)
H (0.355, -2.822, -1.078)

Results of the Mulliken charge analysis, in e, for atoms 1 through 4: -0.339 -1.680 1.264 0.877

Density functional theory data (wB97M-V/def2-TZVPD) for a gas-phase ion, C12H14N3 (charge +1).

Calculated values
- energy relative to the best compared isomer or geometry (same formula, charge and spin) (kcal per mole) = 60.6
- HOMO-LUMO gap (eV) = 7.45
- LUMO (eV) = -4.416
- F_max (eV/A) = 5.992
- charge = +1
- SMILES = C=CC1=[NH+]C=C(c2ccccc2)N[C@@H]1N

Atoms and positions in Å:
C (0.599, 3.689, 2.560)
C (1.155, 2.577, 3.020)
C (0.922, 1.365, 2.036)
N (-0.353, 1.297, 1.608)
C (-0.851, 0.361, 0.668)
C (0.044, -0.331, -0.129)
C (-0.637, -0.962, -1.326)
C (-1.848, -1.622, -1.330)
C (-2.387, -2.073, -2.533)
C (-1.643, -2.033, -3.699)
C (-0.381, -1.363, -3.663)
C (0.110, -0.770, -2.542)
N (1.395, -0.242, 0.018)
C (1.841, 0.038, 1.316)
N (1.671, -1.124, 2.152)
H (0.712, 4.563, 3.057)
H (-0.116, 3.745, 1.763)
H (1.779, 2.443, 3.796)
H (-1.179, 1.822, 1.837)
H (-1.932, 0.450, 0.679)
H (-2.257, -1.689, -0.390)
H (-3.267, -2.582, -2.399)
H (-1.884, -2.408, -4.712)
H (0.203, -1.379, -4.653)
H (1.048, -0.261, -2.743)
H (1.838, -0.946, -0.532)
H (2.971, 0.219, 1.221)
H (1.384, -0.926, 3.093)
H (1.064, -1.858, 1.828)

Results of the Mulliken charge analysis, in e, for atoms 1 through 4: -0.760 -0.585 0.366 -0.125

Density functional theory data (wB97M-V/def2-TZVPD) for a molecular structure, C15H31F5OP2SnTe.

Calculated values
- energy relative to the best compared isomer or geometry (same formula, charge and spin) (kcal per mole) = 0.0
- HOMO-LUMO gap (alpha / beta) (eV) = 4.31 / 4.29
- LUMO (alpha / beta) (eV) = -9.392 / -9.405
- F_max (eV/A) = 4.672
- charge = +2

Atoms and positions in Å:
P (0.426, 1.596, -1.421)
P (1.531, -0.541, 1.248)
C (1.799, 1.898, -0.237)
C (2.498, 0.587, 0.143)
H (1.383, 2.393, 0.653)
H (2.508, 2.601, -0.708)
H (2.808, 0.024, -0.756)
H (3.421, 0.842, 0.690)
C (1.558, 0.009, 2.961)
H (0.662, -0.350, 3.491)
H (1.566, 1.105, 3.011)
H (2.467, -0.383, 3.441)
C (2.724, -1.944, 1.189)
H (3.628, -1.716, 1.760)
H (3.002, -2.160, 0.148)
H (2.276, -2.858, 1.600)
C (-0.501, 3.141, -1.476)
H (-1.496, 2.846, -1.813)
H (-0.071, 3.866, -2.180)
H (-0.489, 3.611, -0.474)
C (1.268, 1.775, -3.070)
H (1.902, 0.916, -3.332)
H (1.871, 2.694, -3.125)
H (0.474, 1.853, -3.831)
Sn (-2.014, 2.965, 1.148)
C (0.188, -3.219, 0.646)
C (0.000, -1.841, 1.023)
C (-1.018, -0.880, 0.265)
C (-1.277, -0.985, -1.249)
C (0.013, -0.600, -1.975)
C (1.095, -1.469, -1.846)
C (0.902, -2.945, -1.736)
C (-0.033, -3.684, -0.715)
C (-3.416, 2.144, -0.360)
H (0.563, -3.958, 1.387)
H (-0.274, -1.820, 2.117)
H (-0.683, 0.164, 0.411)
H (-1.980, -0.865, 0.798)
H (-1.626, -1.952, -1.623)
H (-2.093, -0.298, -1.567)
H (-0.120, -0.214, -3.014)
H (2.061, -1.216, -2.323)
H (1.888, -3.355, -1.546)
H (0.689, -3.302, -2.748)
H (-1.099, -3.672, -0.978)
H (0.232, -4.762, -0.754)
H (-3.382, 1.064, -0.250)
H (-3.088, 2.417, -1.356)
H (-4.411, 2.527, -0.143)
F (-0.631, 4.328, 1.487)
Te (-3.129, 0.323, 3.354)
F (-3.962, 0.075, 1.617)
F (-1.576, -0.724, 3.787)
F (-3.897, -1.487, 3.628)
F (-3.354, 4.010, 2.148)
O (-1.783, 1.427, 2.451)

Results of the Mulliken charge analysis, in e, for atoms 1 through 4: 1.124 1.345 -1.045 -1.172